(1)
# C28H57Br2O23S

A 8-piece molecular cluster, C28H57Br2O23S overall (wB97M-V/def2-TZVPD, the OMol25 dataset).

The geometry in XYZ format:
```
111
Properties=species:S:1:pos:R:3:forces:R:3
C 3.68897 1.05589 -4.02896 0.095 0.294 0.609
C 2.22832 1.76630 -4.40349 0.280 -0.662 1.445
C 1.26166 0.57915 -4.98903 0.933 -0.506 1.628
Br 2.29939 -0.57847 -6.30932 -1.281 0.899 0.702
S -0.26091 1.16832 -5.90599 -0.464 -0.098 -0.203
C -1.04795 2.67908 -5.12790 -1.948 0.998 0.154
O -0.70199 2.91082 -3.71698 1.481 -3.588 -2.822
O -1.28782 4.05593 -3.39273 -3.272 2.715 0.944
C -1.54148 -0.20563 -5.68997 0.290 -2.265 1.086
Br -3.08620 0.07232 -6.93604 1.414 0.056 0.908
C -1.95071 -0.42719 -4.11799 0.233 0.521 0.656
C -3.42074 0.15885 -3.69102 0.080 -0.369 1.240
H 3.48337 -0.02107 -3.57775 0.483 2.214 -1.138
H 4.41971 1.00638 -4.95533 -1.672 0.009 2.007
H 4.21686 1.66295 -3.14771 -1.267 -1.134 -2.091
H 1.76822 2.07941 -3.34820 0.779 -0.560 -2.542
H 2.33237 2.71029 -5.08691 -0.267 -2.009 1.142
H 0.92161 -0.18205 -4.14117 0.737 1.831 -1.823
H -2.22667 2.49109 -5.15421 2.426 0.048 -0.268
H -0.86825 3.60858 -5.83408 0.170 -1.875 1.611
H -2.27446 3.83599 -3.28791 1.674 0.463 0.079
H -1.00542 -1.20902 -6.05019 -0.934 2.501 0.510
H -1.81797 -1.56876 -3.83677 -0.547 2.312 -0.794
H -1.13353 0.16066 -3.47771 -1.792 -1.240 -1.263
H -3.59420 -0.15353 -2.55217 0.447 0.673 -2.498
H -3.42854 1.34352 -3.68509 -0.114 -2.530 -0.291
H -4.31934 -0.30905 -4.29339 2.036 1.145 1.074
C -2.86461 -5.48753 -1.02583 -0.129 0.218 0.511
O -2.58750 -6.28544 -2.17509 0.192 0.597 -1.198
C -2.41976 -5.57634 -3.31979 0.000 -0.336 0.024
O -2.48667 -4.36183 -3.42745 0.125 -1.188 0.127
O -2.16486 -6.45259 -4.32402 -0.253 0.796 1.104
C -1.96519 -5.84315 -5.59806 0.061 0.101 -0.588
H -2.98012 -6.15735 -0.16922 0.074 -0.049 -0.379
H -2.03338 -4.80553 -0.81982 -0.191 -0.031 -0.109
H -3.79912 -4.93255 -1.15731 0.226 -0.018 -0.031
H -1.09805 -5.17525 -5.57483 -0.215 -0.023 0.032
H -2.86370 -5.30234 -5.91230 0.208 0.015 0.122
H -1.76919 -6.63604 -6.32501 -0.054 0.037 0.353
C -4.36461 -1.47214 4.48955 -0.148 0.326 0.644
O -4.08750 -2.27006 3.34030 0.250 0.430 -1.376
C -3.91976 -1.56096 2.19560 -0.150 0.488 0.525
O -3.98667 -0.34645 2.08793 0.142 -1.760 -0.014
O -3.66486 -2.43721 1.19136 -0.118 0.450 0.533
C -3.46519 -1.82776 -0.08267 0.039 0.089 -0.320
H -4.48011 -2.14196 5.34617 0.023 -0.069 -0.371
H -3.53338 -0.79014 4.69557 -0.217 -0.015 -0.159
H -5.29912 -0.91717 4.35808 0.269 -0.010 -0.030
H -2.59805 -1.15987 -0.05944 -0.221 0.045 0.062
H -4.36370 -1.28695 -0.39692 0.181 0.056 0.143
H -3.26918 -2.62065 -0.80962 -0.065 -0.034 0.323
C 5.37751 4.08646 2.09758 0.399 0.164 0.680
O 4.82101 3.75083 0.82797 -1.453 0.123 -0.515
C 3.49602 4.01902 0.71069 0.327 0.206 0.548
O 2.78314 4.50406 1.57537 1.368 -0.696 -1.895
O 3.10147 3.65390 -0.53522 0.311 0.119 0.653
C 1.71891 3.88041 -0.80291 -0.390 0.121 0.013
H 6.44037 3.83000 2.07916 -0.282 -0.010 -0.233
H 5.28592 5.16074 2.28740 -0.111 -0.248 0.028
H 4.89778 3.50881 2.89430 -0.012 0.227 -0.140
H 1.48100 4.94646 -0.72894 -0.016 -0.228 0.125
H 1.09290 3.29458 -0.12211 0.086 0.228 -0.011
H 1.51458 3.55262 -1.82583 0.289 0.045 0.162
C -4.66854 -3.85560 9.11506 0.325 -0.336 -0.216
O -5.56533 -3.01374 9.83706 -0.744 0.669 -0.505
C -6.39937 -2.28448 9.05358 -0.041 0.017 -0.252
O -6.43260 -2.29925 7.83301 0.090 0.036 1.619
O -7.18994 -1.53576 9.86333 0.765 -0.712 -0.537
C -8.12532 -0.71106 9.17095 -0.381 0.324 -0.229
H -4.04987 -4.39122 9.84043 -0.285 0.266 0.062
H -5.22204 -4.59249 8.52417 0.098 0.244 -0.016
H -4.01024 -3.25946 8.47488 -0.223 -0.114 0.000
H -8.81698 -1.32221 8.58219 0.237 0.122 -0.016
H -7.60525 0.01076 8.53295 -0.097 -0.244 -0.003
H -8.70390 -0.15759 9.91558 0.291 -0.262 0.057
C 0.13775 5.07093 8.12529 -0.103 0.266 0.445
O 0.41487 4.27301 6.97604 0.155 0.362 -0.931
C 0.58261 4.98211 5.83134 -0.006 0.412 -0.149
O 0.51569 6.19662 5.72367 0.085 -1.752 0.181
O 0.83750 4.10586 4.82710 -0.335 0.582 1.128
C 1.03718 4.71531 3.55307 -0.069 0.108 -0.359
H 0.02225 4.40111 8.98191 0.078 -0.092 -0.368
H 0.96898 5.75293 8.33131 -0.234 -0.008 -0.139
H -0.79675 5.62590 7.99382 0.268 0.028 -0.044
H 1.90431 5.38320 3.57630 -0.349 -0.120 0.032
H 0.13866 5.25612 3.23882 0.162 0.080 0.162
H 1.23318 3.92242 2.82612 -0.169 0.113 0.663
C 9.71381 2.35479 3.90331 0.000 -0.218 -0.437
O 9.85367 2.93018 5.20085 -0.649 0.809 0.335
C 8.97712 3.93182 5.46481 -0.179 0.149 -0.064
O 8.11935 4.35313 4.70465 1.115 -0.596 0.963
O 9.22035 4.38367 6.72097 -0.065 -0.546 -1.104
C 8.36617 5.44723 7.13771 -0.321 0.434 0.205
H 10.46378 1.56557 3.80097 -0.072 0.238 0.305
H 8.72267 1.90512 3.78521 0.116 0.215 -0.027
H 9.89524 3.10485 3.12674 -0.186 -0.095 0.144
H 7.32111 5.12124 7.14882 0.182 0.106 -0.159
H 8.49366 6.32090 6.49041 -0.140 -0.226 0.024
H 8.64932 5.72909 8.15552 0.156 -0.281 -0.235
C 0.45903 -8.18198 -10.19302 -0.178 -0.614 0.105
O 0.91830 -6.87456 -10.53062 -0.478 1.180 0.523
C 0.27690 -5.87196 -9.87893 -0.170 -0.377 0.101
O -0.62217 -6.00636 -9.06362 1.206 0.287 -1.015
O 0.80892 -4.69387 -10.29163 -0.317 -0.813 0.282
C 0.22644 -3.54217 -9.68439 -0.162 0.327 0.088
H 1.04071 -8.90452 -10.77213 0.019 0.405 0.009
H 0.61930 -8.38472 -9.12920 -0.170 0.103 -0.170
H -0.59704 -8.30019 -10.45630 0.166 0.083 0.194
H 0.37730 -3.55944 -8.60019 -0.158 -0.099 -0.131
H -0.83894 -3.47490 -9.92727 0.150 -0.100 0.179
H 0.72749 -2.65776 -10.08727 0.073 -0.366 -0.104
```
Forces are in eV/Å.

Summary:
Charge: +1
HOMO-LUMO gap in hartree: 0.3012
2S+1: 1

=====

(2)
# C33H48GeN7O2SeTi

C33H48GeN7O2SeTi as an isolated structure (wB97M-V/def2-TZVPD, the OMol25 dataset).

The geometry in XYZ format:
```
93
Properties=species:S:1:pos:R:3:forces:R:3
Ti 1.34100 0.58191 0.51394 -0.046 -1.387 0.653
O 2.18290 4.18231 -1.80376 0.452 0.047 -0.240
C 1.11890 4.88981 -1.37476 -0.634 0.153 0.302
C 0.77900 6.12761 -1.91436 0.080 -0.056 -0.004
C -0.31560 6.82561 -1.44126 0.036 -0.235 0.092
C -1.11280 6.29671 -0.42246 -0.017 0.020 0.051
C -0.78960 5.08641 0.13504 0.203 -0.103 -0.176
C 0.32770 4.35831 -0.32636 0.396 0.191 -0.709
C 0.69290 3.14741 0.35214 -1.107 0.972 1.890
O 1.49120 2.22491 -0.14526 1.144 0.435 -0.742
N 0.25950 2.94051 1.58204 -0.497 1.464 -0.607
N 0.79340 1.82451 2.06814 0.853 -0.662 0.812
C 0.90960 1.62571 3.33854 -0.094 0.532 -0.514
C 1.60060 0.43411 3.76034 0.368 -0.702 0.344
C 1.89370 0.17211 5.10164 -0.138 0.248 -0.603
C 2.61290 -0.97089 5.41664 0.060 -0.237 -0.268
C 2.95440 -1.84069 4.39094 -0.127 0.269 0.207
C 2.60170 -1.51939 3.08574 -0.049 -0.039 -0.154
N 1.96890 -0.39709 2.75114 0.088 0.419 0.112
H 2.71870 4.71151 -2.41836 -0.193 -0.097 0.169
H 1.38660 6.55041 -2.70246 0.074 0.016 -0.072
H -0.55630 7.78851 -1.86656 -0.004 0.056 -0.043
H -1.96700 6.84691 -0.06426 -0.102 0.058 0.027
H -1.37920 4.65051 0.92604 -0.084 0.088 0.104
H 0.54490 2.35701 4.05374 -0.030 0.082 -0.109
H 1.59060 0.86601 5.87124 -0.049 0.090 0.025
H 2.89350 -1.18259 6.43714 -0.007 -0.019 0.090
H 3.49220 -2.75219 4.59294 0.047 -0.129 -0.007
H 2.83300 -2.19839 2.27634 0.012 0.029 0.040
C 0.38960 -3.13219 -2.29886 0.160 -0.014 0.015
C 1.83800 -3.54769 -2.00776 -0.245 -0.260 -0.099
C 1.82960 -4.82349 -1.16506 0.113 0.108 -0.231
C 2.59700 -2.43139 -1.33506 0.041 0.232 -0.032
C 2.41870 -1.10149 -1.71636 0.197 -0.091 -0.220
C 3.01430 -0.03699 -1.01356 0.417 -0.151 -0.366
C 3.85830 -0.30299 0.09014 0.196 0.056 -0.113
C 4.55370 0.81321 0.82134 -0.010 0.059 0.048
C 4.15460 -1.64139 0.35784 -0.127 0.221 -0.011
C 3.54120 -2.67269 -0.33286 -0.076 0.200 -0.123
H -0.17310 -3.99999 -2.63376 -0.056 -0.012 -0.051
H 0.31520 -2.37629 -3.07846 -0.036 0.073 -0.023
H -0.07890 -2.74939 -1.38886 -0.072 -0.027 -0.059
H 2.32450 -3.77139 -2.96346 0.044 0.037 0.020
H 1.43380 -4.61769 -0.17126 -0.037 -0.049 0.150
H 2.81870 -5.26189 -1.07966 0.101 -0.095 0.094
H 1.19740 -5.56719 -1.63986 -0.064 -0.080 -0.016
H 1.90040 -0.89809 -2.65006 -0.094 0.045 0.233
H 3.07540 0.94731 -1.49396 -0.213 -0.180 0.306
H 5.52290 1.01101 0.35254 -0.101 0.080 -0.014
H 4.75860 0.53031 1.85484 -0.052 0.101 -0.008
H 3.97490 1.74991 0.79724 0.248 -0.185 0.036
H 4.90820 -1.87789 1.09564 0.045 0.027 0.134
H 3.83090 -3.68589 -0.11116 -0.024 -0.163 0.107
C -3.99360 -2.21249 1.82164 0.016 -0.278 0.125
C -3.13320 -3.44999 2.05214 0.289 0.082 0.007
C -2.76110 -4.12769 0.73984 -0.115 -0.033 0.201
C -1.86750 -3.12249 2.89124 -1.159 -1.229 0.292
N -1.07680 -2.13579 2.22574 0.339 1.865 -0.460
C -1.29060 -0.81019 2.16114 0.322 0.189 -0.151
N -0.42580 -0.31479 1.29664 -0.431 -0.512 0.203
N 0.30320 -1.34969 0.86104 -0.588 -0.445 0.191
N -0.08360 -2.42709 1.41214 0.787 -1.136 -0.437
H -4.94330 -2.51219 1.38974 -0.107 0.035 -0.094
H -3.52890 -1.51449 1.12244 -0.007 0.057 -0.096
H -4.21180 -1.70219 2.75634 -0.084 0.155 0.132
H -3.70240 -4.16019 2.65624 0.072 0.036 0.088
H -2.24360 -3.44719 0.06344 0.058 0.078 -0.111
H -3.66680 -4.46609 0.24494 -0.042 -0.025 -0.136
H -2.13060 -4.99609 0.91214 0.083 -0.113 -0.052
H -1.25180 -4.01709 3.00494 -0.002 0.180 0.085
H -2.16130 -2.73719 3.86974 0.199 0.021 -0.057
H -2.01980 -0.25769 2.72324 -0.139 0.007 0.076
C -4.29020 2.86001 -2.74816 0.214 -0.618 0.002
Ge -3.34700 1.13031 -2.56246 0.246 0.100 0.307
C -4.41610 -0.36579 -1.83076 0.221 0.526 -0.285
C -2.40420 0.50591 -4.19036 -0.301 0.203 0.405
C -1.87410 1.46321 -1.10166 -0.560 0.133 -0.228
Se -0.29220 0.46401 -1.53096 -0.422 -0.421 -0.485
C 0.38700 1.64381 -2.92366 0.351 0.120 -0.037
H -5.10010 2.72071 -3.46016 -0.089 0.014 -0.067
H -3.63790 3.64161 -3.13076 0.120 -0.028 -0.013
H -4.72360 3.18821 -1.80636 0.018 -0.056 0.086
H -5.09200 -0.70359 -2.61156 -0.085 -0.069 -0.089
H -5.02120 -0.06699 -0.98016 -0.004 0.084 0.127
H -3.78270 -1.20579 -1.55536 0.125 -0.068 0.025
H -3.11110 -0.06579 -4.78336 -0.109 -0.109 -0.068
H -1.57260 -0.15369 -3.94136 -0.045 -0.055 -0.045
H -2.04860 1.31981 -4.81396 0.071 0.136 -0.015
H -2.24840 1.09861 -0.14286 0.011 -0.001 -0.077
H -1.60800 2.51711 -1.00376 -0.056 -0.044 -0.041
H -0.42190 2.30951 -3.22336 0.019 -0.086 0.146
H 0.69470 1.05661 -3.78826 -0.065 -0.108 0.135
H 1.22840 2.21971 -2.53886 -0.140 -0.016 -0.032
```
Forces are in eV/Å.

Summary:
Charge: +3
HOMO-LUMO gap in hartree: 0.2109
2S+1: 1

=====

(3)
# C10H18F30LiN5O29S10

C10H18F30LiN5O29S10 as an isolated structure (wB97M-V/def2-TZVPD, the OMol25 dataset).

The geometry in XYZ format:
```
103
Properties=species:S:1:pos:R:3:forces:R:3
Li 1.50972 3.89391 1.12319 0.335 -0.243 -0.811
C 3.85064 -1.69746 -1.71338 -0.379 -1.401 -1.388
F 4.66891 -1.20619 -0.80061 0.245 -0.621 -0.232
F 4.30248 -2.95342 -2.23697 -0.784 2.887 1.676
F 2.65496 -1.91892 -1.11438 1.123 0.213 -0.839
S 3.70625 -0.37298 -3.13988 -1.143 0.491 -0.332
O 2.52738 -0.75476 -3.96287 2.996 0.459 1.821
O 3.53884 0.88395 -2.41168 0.608 -0.858 -0.166
N 5.31658 -0.37973 -3.83523 -3.112 -0.605 2.318
S 5.04651 -1.29361 -5.09297 -0.843 0.740 -3.235
O 4.50758 -2.62879 -4.86196 1.190 1.065 -0.482
O 4.37276 -0.43448 -6.08820 1.137 -1.758 0.300
C 6.85681 -1.50674 -5.80056 -2.827 0.062 1.943
F 7.70608 -1.51398 -4.76342 0.516 0.063 -0.743
F 6.84671 -2.65995 -6.41522 0.636 -1.390 -0.408
F 7.13766 -0.59873 -6.69790 0.733 0.983 -0.111
C 4.78988 0.52794 3.13669 0.819 -0.195 2.493
F 5.32796 -0.35661 2.33545 -0.301 -0.804 -0.254
F 4.80706 1.68449 2.48410 -1.081 0.398 0.038
F 3.55863 0.11910 3.57537 1.973 1.061 -1.102
S 6.10623 0.75479 4.64095 0.453 -0.297 0.017
O 7.41201 0.79352 3.96116 -2.015 -0.317 0.795
O 5.77112 1.94771 5.45968 0.415 -2.336 -1.672
N 5.90702 -0.80339 5.39049 0.729 3.051 -1.809
S 5.07388 -0.55885 6.68055 -3.955 -0.146 0.859
O 5.83197 -0.29853 7.86220 0.653 -0.236 0.739
O 3.84417 0.25582 6.53985 1.667 -1.391 0.114
C 4.30408 -2.34712 6.90516 1.815 0.740 -2.074
F 3.33506 -2.54059 6.00443 -1.402 0.902 1.038
F 5.09746 -3.37759 6.56996 1.400 -0.138 0.805
F 3.99815 -2.47066 8.18270 -1.057 -0.242 0.117
C -2.96077 3.44467 1.13532 0.740 -0.752 2.059
F -2.96279 4.39698 0.23307 -0.117 0.039 0.217
F -3.98901 3.53980 1.98679 0.745 -0.017 -1.130
F -2.91645 2.25938 0.56371 -0.467 0.227 -0.362
S -1.36285 3.58269 2.30678 -0.778 0.259 2.958
O -0.99369 4.99634 2.22812 0.296 -0.942 -0.442
O -1.77874 3.13119 3.71583 1.913 1.003 -4.906
N -0.05328 2.74240 1.47633 -3.074 2.241 2.298
S -0.16028 1.22589 1.87962 1.377 -5.327 -0.193
O 0.95473 0.81599 2.69232 -0.314 0.698 -0.298
O -1.47325 0.76468 2.28132 0.858 0.936 -0.574
C 0.17819 0.23011 0.20860 -2.813 -0.542 1.339
F -0.81314 0.41119 -0.65037 -0.888 0.419 0.111
F 1.23912 0.56610 -0.39847 2.958 0.955 -0.652
F 0.20286 -1.07627 0.50718 0.191 0.577 0.462
C -0.83714 -8.26232 -3.61126 -0.584 0.273 2.255
F -1.89210 -7.40758 -3.30076 2.050 -1.593 -1.408
F -1.18128 -9.51113 -3.28215 -0.213 0.617 -0.177
F -0.39430 -8.27510 -4.83669 -0.656 0.831 -0.143
S 0.64535 -7.85107 -2.42073 3.994 -3.449 -1.730
O 0.59265 -8.80196 -1.30368 -1.195 2.219 -1.314
O 1.93725 -7.98532 -3.12782 -2.948 1.206 0.594
N 0.34330 -6.13018 -2.21087 0.509 -2.315 -1.342
S 0.01213 -6.15155 -0.70291 -1.931 4.042 6.293
O -1.23335 -6.80937 -0.36143 0.717 -0.296 -0.887
O 1.15811 -6.39854 0.15481 -0.594 -0.151 -1.326
C -0.43491 -4.28968 -0.33442 0.375 0.966 -0.213
F 0.62081 -3.54563 -0.78192 -2.066 -1.006 0.304
F -1.64126 -3.94615 -0.96160 3.044 -0.739 1.790
F -0.47224 -4.10745 1.04276 -0.572 -0.616 -2.744
C -5.39572 -1.74355 -6.41613 0.974 -0.807 0.588
F -6.19228 -1.23688 -5.42430 0.888 0.262 -1.879
F -6.03679 -2.81655 -6.91076 0.085 0.315 0.291
F -5.12007 -0.95619 -7.49886 -1.083 -0.018 1.637
S -3.64149 -2.23160 -5.71301 1.318 0.077 0.750
O -3.33274 -3.45707 -6.41645 -1.038 -0.048 1.005
O -2.77359 -1.13524 -6.08825 -0.982 -0.473 0.334
N -3.77044 -2.43075 -3.99997 -0.266 0.248 -3.844
S -3.25329 -1.09412 -3.31569 2.272 1.980 1.592
O -1.83884 -1.25498 -2.80609 -3.975 0.593 -1.072
O -3.64096 0.19201 -3.94463 0.525 -1.920 1.221
C -4.42022 -1.12355 -1.77646 2.878 -0.837 -0.223
F -5.70089 -1.04080 -2.12177 0.544 0.272 0.749
F -4.16109 -2.25919 -1.07793 -0.965 0.297 -0.477
F -3.97674 -0.13945 -0.94609 -1.300 0.034 -0.676
O -0.04676 3.74772 -0.94177 0.222 0.812 -0.435
H -0.27393 3.35226 -0.10020 -0.249 -0.489 -0.052
H 0.23413 3.01132 -1.48496 -0.027 -0.233 -0.369
O -4.12711 3.53422 5.21533 -0.552 0.150 0.468
H -3.33797 3.26579 4.74476 0.293 0.011 -0.226
H -4.83310 3.03563 4.80399 -0.088 -0.254 -0.137
O -1.86074 5.51608 6.00462 -0.074 0.208 -0.035
H -1.12758 5.01035 5.65399 0.175 -0.374 -0.131
H -1.46923 6.06913 6.68071 0.097 0.114 0.190
O -6.17181 3.53558 -0.95509 -0.226 0.232 0.084
H -5.97531 3.75426 -1.86602 0.095 -0.050 -0.267
H -5.46494 2.94626 -0.69190 0.140 -0.261 0.055
O -1.07147 6.47175 -0.81579 0.141 0.277 -0.251
H -1.39824 7.35768 -0.65898 -0.088 0.226 0.044
H -1.34971 5.97377 -0.04713 0.010 -0.290 0.231
O -6.24831 5.21600 1.78311 -0.438 0.076 -0.095
H -6.03238 5.10689 2.70923 0.220 -0.051 0.333
H -5.66147 5.90875 1.47986 0.171 0.053 -0.108
O -3.29979 6.31987 3.61793 -0.559 0.157 -0.108
H -3.49975 6.97197 2.94635 0.000 0.176 -0.212
H -2.34351 6.28513 3.64152 0.314 -0.207 0.175
O 2.84923 3.25953 -0.34748 -0.246 0.627 0.791
H 2.67834 2.56338 -0.98183 -0.051 -0.600 -0.389
H 3.76263 3.50277 -0.49835 0.275 -0.065 0.016
O -3.94250 0.34555 2.94725 -0.980 -0.031 0.316
H -3.62393 0.58904 2.07808 0.201 -0.123 -0.077
H -3.15768 0.33071 3.49504 0.248 0.029 -0.063
```
Forces are in eV/Å.

Summary:
Charge: -3
⟨S²⟩: 0.762
HOMO-LUMO gap (alpha / beta) in hartree: 0.2780 / 0.1213
2S+1: 2

=====

| no. | largest force on an atom (eV/Å) |
| --- | --- |
| 1 | 4.80 |
| 2 | 2.40 |
| 3 | 7.72 |